{
  "formula": "C42H102B2BrN7O8P",
  "method": "the ωB97M-V functional and the def2-TZVPD basis",
  "symbols": ["C", "P", "C", "B", "Br", "C", "C", "C", "C", "C", "C", "C", "C", "C", "C", "C", "C", "N", "C", "C", "C", "C", "B", "O", "O", "H", "H", "H", "H", "H", "H", "H", "H", "H", "H", "H", "H", "H", "H", "H", "H", "H", "H", "H", "H", "H", "H", "H", "H", "H", "H", "H", "H", "H", "H", "H", "H", "H", "H", "H", "H", "C", "C", "C", "O", "C", "N", "H", "H", "H", "H", "H", "H", "H", "H", "H", "H", "H", "C", "C", "C", "O", "C", "N", "H", "H", "H", "H", "H", "H", "H", "H", "H", "H", "H", "C", "C", "C", "O", "C", "N", "H", "H", "H", "H", "H", "H", "H", "H", "H", "H", "H", "C", "C", "C", "O", "C", "N", "H", "H", "H", "H", "H", "H", "H", "H", "H", "H", "H", "C", "C", "C", "O", "C", "N", "H", "H", "H", "H", "H", "H", "H", "H", "H", "H", "H", "C", "C", "C", "O", "C", "N", "H", "H", "H", "H", "H", "H", "H", "H", "H", "H", "H"],
  "positions_angstrom": [[-1.945, 0.246, 1.899], [-2.941, 1.206, 0.618], [-4.496, 1.754, 1.551], [-3.376, 0.160, -0.936], [-4.693, -1.388, -0.540], [-2.090, -0.445, -1.738], [-1.321, -1.622, -1.014], [0.257, -1.456, -1.161], [1.054, -2.773, -0.833], [1.933, -2.676, 0.481], [2.329, -4.089, 1.054], [3.754, -4.606, 0.590], [4.868, -4.483, 1.732], [5.754, -3.222, 1.431], [7.016, -3.066, 2.366], [8.364, -2.748, 1.619], [8.629, -1.212, 1.388], [7.491, -0.603, 0.670], [6.892, 0.456, 1.334], [5.779, 0.886, 0.496], [5.808, 0.018, -0.699], [6.913, -0.904, -0.550], [-4.164, 1.216, -2.006], [-5.090, 2.240, -1.577], [-3.933, 1.198, -3.432], [-0.862, 0.343, 1.650], [-2.170, 0.654, 2.924], [-2.251, -0.841, 1.949], [-4.403, 1.665, 2.664], [-4.594, 2.856, 1.343], [-5.431, 1.235, 1.219], [-1.392, 0.386, -2.037], [-2.470, -0.873, -2.712], [-1.630, -1.810, 0.043], [-1.554, -2.576, -1.575], [0.576, -0.558, -0.575], [0.430, -1.240, -2.254], [1.785, -3.002, -1.666], [0.364, -3.660, -0.794], [1.256, -2.201, 1.253], [2.801, -1.970, 0.369], [2.334, -4.062, 2.177], [1.546, -4.834, 0.741], [4.092, -4.128, -0.372], [3.636, -5.700, 0.361], [4.337, -4.459, 2.713], [5.524, -5.388, 1.599], [5.139, -2.284, 1.538], [6.115, -3.318, 0.371], [6.830, -2.303, 3.168], [7.168, -4.053, 2.890], [8.446, -3.356, 0.682], [9.199, -3.109, 2.290], [9.585, -1.073, 0.807], [8.776, -0.713, 2.381], [7.187, 0.902, 2.306], [5.060, 1.701, 0.702], [5.102, 0.037, -1.557], [7.268, -1.729, -1.192], [-5.931, 1.849, -1.296], [-3.522, 2.056, -3.638], [-6.282, 6.343, 1.342], [-6.865, 4.974, 1.005], [-8.010, 5.028, -0.021], [-9.256, 5.470, 0.507], [-9.389, 6.876, 0.602], [-7.286, 4.315, 2.249], [-6.927, 6.921, 2.006], [-5.323, 6.230, 1.851], [-6.110, 6.929, 0.436], [-6.058, 4.381, 0.563], [-8.190, 4.008, -0.375], [-7.732, 5.618, -0.903], [-8.881, 7.393, -0.217], [-9.014, 7.229, 1.565], [-10.453, 7.114, 0.556], [-7.584, 3.367, 2.030], [-8.144, 4.772, 2.555], [2.379, 4.190, -3.971], [1.925, 2.873, -4.591], [0.516, 2.436, -4.148], [0.458, 1.888, -2.844], [0.394, 2.844, -1.798], [2.926, 1.839, -4.299], [2.678, 4.083, -2.927], [3.245, 4.584, -4.509], [1.586, 4.941, -4.023], [1.894, 3.020, -5.676], [0.189, 1.633, -4.816], [-0.212, 3.250, -4.261], [-0.178, 3.731, -2.085], [1.403, 3.125, -1.483], [-0.099, 2.374, -0.945], [2.669, 0.988, -4.794], [2.821, 1.587, -3.317], [4.710, 7.896, -8.909], [4.592, 8.248, -7.430], [5.390, 7.308, -6.508], [4.785, 6.043, -6.295], [5.020, 5.095, -7.322], [3.171, 8.289, -7.062], [4.111, 7.027, -9.182], [4.361, 8.728, -9.525], [5.749, 7.695, -9.182], [5.004, 9.255, -7.303], [5.443, 7.774, -5.519], [6.425, 7.190, -6.851], [6.016, 5.203, -7.762], [4.252, 5.175, -8.095], [4.939, 4.100, -6.882], [3.091, 8.618, -6.103], [2.844, 7.325, -7.015], [11.063, -2.050, -4.594], [10.902, -1.708, -3.116], [11.709, -2.627, -2.180], [11.140, -3.913, -1.983], [11.426, -4.849, -3.008], [9.474, -1.713, -2.779], [10.497, -2.937, -4.882], [10.701, -1.228, -5.214], [12.113, -2.218, -4.845], [11.280, -0.690, -2.977], [11.727, -2.163, -1.188], [12.755, -2.711, -2.502], [12.427, -4.708, -3.426], [10.673, -4.790, -3.797], [11.368, -5.848, -2.573], [9.364, -1.391, -1.820], [9.178, -2.688, -2.741], [-5.886, -2.155, 5.310], [-5.815, -1.860, 3.814], [-7.194, -1.659, 3.161], [-7.917, -2.863, 2.929], [-8.614, -3.354, 4.057], [-5.054, -2.925, 3.154], [-6.199, -3.180, 5.521], [-4.904, -2.023, 5.769], [-6.582, -1.476, 5.812], [-5.260, -0.924, 3.696], [-7.035, -1.221, 2.171], [-7.806, -0.943, 3.724], [-9.003, -2.547, 4.686], [-7.971, -4.016, 4.641], [-9.456, -3.949, 3.696], [-4.930, -2.669, 2.177], [-5.654, -3.747, 3.115], [-11.225, -5.991, 8.783], [-10.142, -4.919, 8.840], [-9.472, -4.648, 7.481], [-8.530, -5.633, 7.084], [-9.096, -6.782, 6.478], [-9.158, -5.291, 9.864], [-10.813, -6.999, 8.720], [-11.841, -5.956, 9.684], [-11.884, -5.837, 7.925], [-10.625, -3.988, 9.156], [-8.900, -3.718, 7.568], [-10.215, -4.481, 6.691], [-9.978, -6.539, 5.879], [-9.346, -7.527, 7.237], [-8.341, -7.220, 5.824], [-8.491, -4.530, 9.968], [-8.597, -6.051, 9.481]],
  "forces_ev_per_a": [[-0.77, -0.81, 0.44], [0.65, 0.95, 0.69], [-0.23, 0.46, -0.01], [0.45, -0.05, -0.68], [-0.59, -0.55, 0.25], [0.18, -0.75, 0.08], [0.93, -0.35, -0.99], [-0.85, -0.49, -0.63], [1.23, 0.26, 0.04], [-1.53, -0.13, 0.69], [0.58, 0.27, -0.42], [-0.39, -0.73, 0.54], [-0.08, 0.29, -1.87], [0.11, 0.28, 0.64], [0.04, -0.60, -0.08], [0.46, 0.05, 0.94], [0.32, -1.53, -0.78], [0.83, 0.99, 1.75], [-3.12, 0.85, -2.62], [1.91, -1.78, -0.19], [1.28, -0.40, 1.25], [-1.70, 1.92, 0.60], [-1.01, 0.55, -0.61], [0.10, -0.60, -0.65], [0.54, 0.68, 1.43], [-0.81, -0.17, 0.33], [0.47, -0.13, -0.97], [0.47, 0.96, -0.10], [0.05, -0.13, -0.89], [-0.11, -1.11, 0.18], [0.72, 0.29, 0.27], [-0.44, -0.75, 0.40], [0.35, 0.56, 0.85], [0.28, 0.36, -0.73], [0.07, 0.82, 0.68], [0.05, -0.78, -0.38], [-0.15, 0.11, 1.07], [-0.81, 0.21, 0.60], [0.52, 0.87, 0.21], [0.68, -0.33, -0.69], [-0.65, -0.80, -0.07], [-0.10, -0.01, -0.95], [0.68, 0.77, 0.33], [-0.33, -0.27, 0.98], [0.19, 0.89, 0.14], [0.77, -0.09, -0.58], [-0.53, 0.76, 0.65], [0.50, -0.90, -0.48], [-0.49, 0.19, 0.94], [0.17, -0.59, -0.68], [-0.11, 0.92, -0.41], [-0.15, 0.68, 0.60], [-0.67, 0.34, -0.73], [-0.86, -0.13, 0.47], [-0.42, -0.33, -1.02], [0.07, -0.83, -0.96], [0.67, -0.74, -0.16], [0.74, 0.01, 0.86], [-0.32, 0.76, 0.62], [0.52, 0.09, 0.16], [-0.51, -0.28, -0.26], [0.20, 0.11, 0.00], [-0.19, 0.21, 0.16], [0.11, -0.37, -0.01], [0.14, 0.20, -0.26], [-0.23, -0.22, 0.23], [-0.19, -0.04, -0.19], [-0.05, -0.07, -0.04], [-0.07, -0.06, -0.01], [-0.02, -0.01, 0.02], [-0.13, -0.06, -0.07], [-0.06, 0.04, 0.07], [0.01, 0.12, 0.07], [0.08, -0.01, 0.03], [0.10, 0.20, -0.09], [0.01, -0.07, -0.05], [0.21, -0.04, 0.07], [0.12, 0.02, 0.04], [0.14, 0.24, -0.14], [0.00, 0.05, 0.42], [-0.02, -0.31, -0.14], [-0.04, 0.37, -0.27], [0.12, -0.37, 0.28], [-0.13, -0.11, -0.10], [-0.09, -0.09, -0.03], [-0.03, -0.05, 0.02], [0.00, -0.03, 0.03], [-0.06, -0.09, 0.00], [0.02, -0.04, 0.09], [0.07, 0.12, 0.08], [0.04, 0.01, -0.05], [-0.03, 0.23, 0.00], [-0.12, -0.01, -0.11], [0.07, 0.05, -0.03], [0.05, 0.08, -0.06], [0.09, 0.13, -0.20], [-0.15, -0.36, -0.11], [-0.08, 0.18, 0.27], [0.33, 0.15, -0.18], [-0.32, -0.18, 0.20], [0.15, -0.02, 0.20], [0.02, 0.01, 0.10], [-0.03, -0.04, 0.08], [-0.03, -0.02, 0.01], [0.01, -0.05, 0.11], [-0.07, -0.07, -0.01], [-0.02, -0.06, -0.14], [-0.02, 0.08, -0.03], [0.14, -0.02, -0.17], [0.03, 0.07, 0.07], [-0.05, 0.09, -0.08], [-0.02, 0.09, -0.09], [0.11, 0.13, -0.20], [-0.14, -0.38, -0.14], [-0.08, 0.22, 0.24], [0.33, 0.11, -0.13], [-0.31, -0.12, 0.17], [0.21, -0.09, 0.25], [0.01, 0.01, 0.10], [-0.04, -0.04, 0.08], [-0.03, -0.02, 0.01], [0.00, -0.05, 0.12], [-0.07, -0.08, -0.01], [-0.02, -0.07, -0.13], [-0.02, 0.08, -0.04], [0.15, -0.03, -0.16], [0.03, 0.07, 0.06], [-0.07, 0.19, -0.12], [-0.02, 0.08, -0.12], [0.06, 0.12, 0.21], [-0.15, -0.37, 0.11], [0.25, 0.22, -0.36], [-0.22, 0.27, 0.27], [0.16, -0.31, -0.29], [-0.18, 0.09, -0.11], [-0.02, 0.02, -0.09], [-0.02, -0.03, -0.08], [0.00, -0.02, 0.00], [-0.08, -0.01, -0.14], [0.03, -0.14, 0.00], [-0.04, -0.09, 0.15], [0.07, 0.03, 0.04], [-0.11, 0.07, 0.25], [0.00, 0.06, -0.06], [0.22, 0.08, -0.06], [0.09, 0.04, 0.08], [-0.26, 0.01, 0.05], [0.11, -0.38, -0.11], [0.17, 0.28, 0.12], [-0.33, 0.11, -0.12], [0.34, -0.09, 0.10], [0.10, 0.16, -0.13], [0.07, 0.07, -0.03], [0.09, 0.01, -0.01], [0.04, -0.02, 0.01], [0.10, 0.04, -0.06], [0.06, -0.09, -0.01], [-0.07, -0.13, 0.00], [-0.04, 0.02, 0.06], [-0.19, -0.06, -0.10], [0.01, 0.10, 0.00], [-0.08, -0.01, 0.10], [-0.10, 0.00, 0.08]],
  "homo_energy_ev": -3.774,
  "mol_weight_g_mol": 965.8,
  "spin_multiplicity": 1,
  "total_charge": -1,
  "homo_lumo_gap_ev": 5.61,
  "lumo_ev": 1.84
}